[1]
This record from OMol25 describes a 2-piece molecular cluster, C5H11N2O overall. The level of theory is ωB97M-V with the def2-TZVPD basis set.

The highest occupied orbital energy comes out at -0.091 Eh. The HOMO-LUMO gap is 4.67 eV. As for the spin multiplicity: 1. The charge is -1. Its energy above the lowest of the compared OMol25 structures with the same formula, charge and spin is 167.3 kcal per mole.

Last column: natural (NBO) charge in e.
Cartesian coordinates (Å):
C1 0.72812 1.78329 -2.26462  -0.0106
O1 0.87869 3.16252 -2.28480  -0.9534
C2 -0.07135 1.31847 -1.01605  -0.5347
C3 0.33404 -0.03721 -0.41192  0.0796
C4 -0.12040 -0.40833 0.81499  0.0143
C5 -0.50489 -1.76713 1.10735  -0.0631
N1 -1.12660 -2.20749 2.20987  -0.9068
N2 -0.19531 0.53875 1.92592  -0.8146
H1 1.77794 1.31136 -2.26113  0.0931
H2 0.16275 1.28103 -3.18855  0.0615
H3 -1.16729 1.29243 -1.16574  0.2028
H4 0.20131 2.06963 -0.33515  0.2392
H5 0.78412 -1.63936 -1.70362  -0.1536
H6 0.52295 -0.87688 -1.20383  0.0649
H7 -0.35867 -2.37341 0.25052  0.1747
H8 -1.96384 -1.71207 2.35013  0.3892
H9 -0.69443 -2.94071 2.93198  0.3900
H10 0.32253 -0.02498 2.67762  0.3603
H11 0.49034 1.23010 1.56702  0.3672

=====

[2]
This record from OMol25 describes a 2-piece molecular cluster, C4H12N2O2 overall. The level of theory is ωB97M-V with the def2-TZVPD basis set.

The structure (SMILES) is CCC(=O)NCN.O. The highest occupied orbital energy comes out at -0.345 Eh. The HOMO-LUMO gap is 10.13 eV. As for the spin multiplicity: 1. Its energy above the lowest of the compared OMol25 structures with the same formula, charge and spin is 25.7 kcal per mole.

Last column: natural (NBO) charge in e.
Cartesian coordinates (Å):
C1 -1.75590 -1.62543 -1.02753  -0.6013
C2 -1.77346 -0.15521 -0.58101  -0.5101
C3 -0.98963 -0.05344 0.71411  0.6909
O1 -1.19949 -0.80082 1.65343  -0.6506
N1 0.07046 0.81470 0.80649  -0.6356
C4 0.55252 1.79104 -0.15736  -0.0563
N2 1.87545 1.55437 -0.66787  -0.8228
H1 -0.96887 -2.24909 -0.59912  0.2198
H2 -2.69926 -2.12492 -0.86850  0.2167
H3 -1.63502 -1.72712 -2.11374  0.2053
H4 -1.35106 0.47455 -1.35133  0.2086
H5 -2.80619 0.11025 -0.36738  0.2394
H6 0.44872 0.75576 1.73464  0.3967
H7 -0.11281 1.83430 -1.01691  0.1901
H8 0.47840 2.79402 0.26485  0.1861
H9 2.56026 1.61076 0.07133  0.3607
H10 1.98546 0.60575 -1.00809  0.3619
O2 2.56990 -0.84862 1.40560  -0.9541
H11 3.04747 -1.68077 1.33651  0.4739
H12 1.70304 -1.08009 1.77190  0.4808

=====

[3]
This record from OMol25 describes one molecule with the formula C5H10O2. The level of theory is ωB97M-V with the def2-TZVPD basis set.

The highest occupied orbital energy (alpha / beta) comes out at -0.312 / -0.312 Eh. The HOMO-LUMO gap (alpha / beta) is 7.43 / 7.43 eV. As for the spin multiplicity: 1. Its energy above the lowest of the compared OMol25 structures with the same formula, charge and spin is 110.4 kcal per mole.

Last column: natural (NBO) charge in e.
Cartesian coordinates (Å):
C1 2.44645 -1.26248 -0.48862  -0.6212
C2 1.22837 -0.87070 0.33581  -0.0945
O1 0.62630 0.29711 -0.21104  -0.5418
C3 -1.36670 0.57174 0.45452  0.3073
C4 -2.15180 1.79854 0.64447  -0.7352
C5 -0.79155 0.06694 -0.78762  0.2911
O2 -1.21812 -1.12967 -0.95970  -0.7238
H1 3.15994 -0.43447 -0.54765  0.2067
H2 2.95272 -2.12150 -0.03169  0.2084
H3 2.14432 -1.53606 -1.50431  0.2165
H4 0.49324 -1.68507 0.32588  0.2095
H5 1.52098 -0.65062 1.37042  0.1627
H6 -1.30239 -0.15085 1.26566  0.2066
H7 -3.20519 1.50119 0.50389  0.2879
H8 -2.06817 2.20089 1.65741  0.2504
H9 -1.91827 2.55440 -0.10956  0.2458
H10 -0.79322 0.78889 -1.62947  0.1236

=====

[4]
This record from OMol25 describes C28H42BrN3P2Ti as an isolated structure. The level of theory is ωB97M-V with the def2-TZVPD basis set.

The highest occupied orbital energy (alpha / beta) comes out at -0.490 / -0.496 Eh. The HOMO-LUMO gap (alpha / beta) is 6.87 / 5.88 eV. As for the spin multiplicity: 3. The charge is +2. Its energy above the lowest of the compared OMol25 structures with the same formula, charge and spin is 48.5 kcal per mole. As for the expectation value of S²: 2.04.

Last column: Mulliken spin population.
Cartesian coordinates (Å):
C1 -0.50294 -8.90868 -0.18927  0.0123
C2 -0.08108 -8.17127 -1.32552  -0.0048
C3 0.23957 -8.97292 -2.42202  0.0123
C4 0.05965 -10.37561 -2.38611  -0.0045
N1 -0.36108 -11.08088 -1.34120  0.0090
C5 -0.62479 -10.32555 -0.26720  -0.0050
C6 0.06545 -6.70082 -1.43300  0.0670
C7 0.44844 -5.55734 -1.70069  0.0236
C8 1.14816 -4.34676 -1.53450  0.0910
C9 0.08842 -3.35038 -1.41480  -0.0278
C10 0.32266 -2.59525 -0.08642  0.1553
C11 1.71181 -2.35140 0.36747  0.1330
C12 2.65880 -3.21907 -0.06063  0.0437
C13 2.43605 -4.13243 -1.05480  0.0585
Ti1 0.07547 -1.38478 -1.81316  1.3821
P1 -2.17349 -0.06304 -1.98315  -0.0072
H1 0.64820 -8.48786 -3.31261  0.0006
H2 -0.70777 -8.38835 0.76509  0.0000
H3 0.30561 -10.95372 -3.27850  0.0000
H4 -0.94834 -10.87808 0.62542  -0.0001
H5 3.20071 -4.85985 -1.28876  -0.0021
H6 -0.92458 -3.61707 -1.86304  -0.0029
H7 3.56414 -3.13512 0.48811  0.0023
H8 -0.59970 -2.71590 0.51059  0.0313
C14 -2.04232 1.76113 -2.33824  0.0023
C15 -2.64528 2.35251 -3.60784  -0.0013
H9 -0.96507 1.99561 -2.27684  -0.0006
H10 -2.49435 2.24095 -1.45414  0.0024
H11 -2.54183 3.44210 -3.55259  0.0003
H12 -2.13843 2.03293 -4.52148  0.0002
H13 -3.71607 2.15537 -3.70055  -0.0003
C16 -2.45266 -0.92831 -3.55059  0.0402
C17 -3.16309 -2.25430 -3.52231  0.0170
H14 -1.48974 -1.08923 -4.03368  -0.0449
H15 -2.96375 -0.21452 -4.19346  0.0032
H16 -3.08817 -2.71623 -4.51238  0.0001
H17 -2.72942 -2.95322 -2.81240  -0.0098
H18 -4.22340 -2.16355 -3.30920  0.0005
C18 -3.81178 -0.15621 -1.13578  0.0035
C19 -5.00765 0.49567 -1.83302  0.0002
H19 -3.67388 0.25273 -0.12667  0.0004
H20 -4.00165 -1.22872 -1.00789  0.0004
H21 -5.92574 0.15789 -1.35116  -0.0003
H22 -5.01180 1.58157 -1.76462  0.0001
H23 -5.09704 0.22563 -2.88491  0.0000
Br1 2.60097 -0.81986 1.23756  0.0173
P2 1.87681 -0.53995 -3.41328  0.0260
C20 0.54402 0.05476 -4.46645  -0.0151
C21 0.75321 0.95910 -5.68844  -0.0028
H24 -0.08270 0.59114 -3.70878  -0.0090
H25 0.04979 -0.85860 -4.86146  0.0061
H26 -0.19446 1.23657 -6.16016  0.0004
H27 1.24985 1.90882 -5.49113  -0.0003
H28 1.32651 0.46745 -6.46651  0.0006
C22 3.02210 0.63771 -2.53282  -0.0103
C23 4.41385 0.72325 -3.14860  0.0021
H29 2.99428 0.21329 -1.49672  0.0108
H30 2.49640 1.61220 -2.54247  0.0039
H31 5.10148 1.34343 -2.56429  -0.0001
H32 4.94582 -0.22388 -3.23653  0.0003
H33 4.38733 1.15040 -4.14478  0.0002
C24 2.29943 -2.23677 -3.47233  0.0075
C25 2.74712 -2.86489 -4.81934  0.0043
H34 1.33431 -2.71753 -3.14892  -0.0335
H35 3.06125 -2.44881 -2.69470  -0.0002
H36 2.96471 -3.93556 -4.72698  -0.0003
H37 1.98672 -2.79858 -5.60647  0.0003
H38 3.65337 -2.38743 -5.19571  -0.0001
N2 -1.09920 -0.53417 2.80766  0.0013
C26 -1.63302 0.69987 2.55121  0.0008
C27 -1.36028 0.94800 1.22148  0.0089
N3 -0.69669 -0.12509 0.64734  -0.0148
C28 -0.54318 -0.92035 1.66438  0.0144
H39 -1.12967 -1.18285 3.58909  -0.0005
H40 -2.12917 1.24109 3.34360  0.0002
H41 -1.55573 1.86074 0.73453  -0.0003
H42 0.06678 -1.78972 1.75783  0.0004

=====

[5]
This record from OMol25 describes C48H120F6N8O16PSr as an isolated structure. The level of theory is ωB97M-V with the def2-TZVPD basis set.

The highest occupied orbital energy (alpha / beta) comes out at -0.425 / -0.425 Eh. The HOMO-LUMO gap (alpha / beta) is 7.76 / 2.90 eV. As for the spin multiplicity: 2. The charge is +2. As for the expectation value of S²: 0.76.

Last column: Mulliken spin population.
Cartesian coordinates (Å):
Sr1 -3.44403 -2.50931 1.09486  0.0000
P1 -0.45190 0.20840 0.18276  0.0001
F1 0.84914 -0.05685 1.06348  0.0000
F2 0.32880 1.33923 -0.63286  0.0001
F3 0.12008 -0.96917 -0.78879  -0.0002
F4 -1.75608 0.37596 -0.80534  0.0000
F5 -1.32086 -1.01525 0.86603  0.0000
F6 -1.04312 1.25754 1.20453  0.0001
C1 1.64477 3.20121 1.13867  -0.0019
O1 2.34860 4.13548 1.92597  0.0066
C2 3.76141 4.08414 1.63165  0.0365
C3 4.21395 5.12396 0.59284  0.0083
N1 5.51014 4.88221 -0.09186  0.7671
C4 6.68130 5.01406 0.88874  0.0224
C5 7.97992 4.45964 0.22511  0.0181
O2 8.34762 5.29613 -0.86331  0.0015
C6 9.51479 4.91476 -1.45247  -0.0004
H1 2.11786 2.24263 0.92560  0.0005
H2 1.15241 3.70459 0.30664  0.0010
H3 0.77938 2.97197 1.76048  0.0012
H4 4.16069 3.10218 1.37780  -0.0090
H5 4.12375 4.32108 2.63198  0.0000
H6 4.28447 6.12786 1.01154  0.0624
H7 3.49670 5.16873 -0.22670  0.0031
H8 5.60060 5.45553 -0.91844  -0.0283
H9 6.49843 4.51117 1.83835  0.0039
H10 6.79784 6.07097 1.12843  0.0333
H11 7.72035 3.47236 -0.15699  -0.0043
H12 8.77907 4.32312 0.95369  -0.0018
H13 9.29428 4.07097 -2.10629  0.0002
H14 10.34853 4.66010 -0.79816  -0.0001
H15 9.96719 5.65454 -2.11290  -0.0001
C7 -1.11634 -0.25581 -4.16371  -0.0001
O3 -1.67571 -1.18262 -5.11334  0.0000
C8 -2.26929 -0.71751 -6.33191  0.0000
C9 -3.55667 0.02643 -6.09534  0.0000
N2 -4.43630 0.24369 -7.28729  0.0000
C10 -3.80350 1.24895 -8.18397  0.0000
C11 -4.67599 1.43641 -9.37804  0.0000
O4 -4.48851 0.34418 -10.27621  0.0000
C12 -5.41136 0.22481 -11.39163  0.0000
H16 -0.33100 0.33261 -4.63816  0.0000
H17 -0.76841 -0.80211 -3.28702  0.0001
H18 -1.87214 0.45646 -3.83275  0.0000
H19 -2.53028 -1.60044 -6.91537  0.0000
H20 -1.47752 -0.15943 -6.83165  0.0000
H21 -3.34658 0.99909 -5.65048  0.0000
H22 -4.13724 -0.38122 -5.26778  0.0000
H23 -4.64506 -0.65091 -7.70706  0.0000
H24 -2.81244 0.95323 -8.52816  0.0000
H25 -3.72907 2.12343 -7.53756  0.0000
H26 -4.43360 2.39744 -9.83167  0.0000
H27 -5.71171 1.50326 -9.04500  0.0000
H28 -6.35222 -0.24570 -11.10615  0.0000
H29 -4.88946 -0.24068 -12.22771  0.0000
H30 -5.73848 1.22388 -11.67964  0.0000
C13 1.24597 0.50325 4.12947  0.0001
O5 1.36100 1.44414 5.22453  0.0001
C14 2.23991 2.57614 4.96202  0.0001
C15 2.29946 3.58356 6.18675  0.0001
N3 3.04829 2.84636 7.23641  0.0000
C16 3.02426 3.60380 8.47520  0.0000
C17 3.92365 2.98880 9.53737  0.0000
O6 3.51065 1.68561 9.85792  0.0000
C18 4.43621 0.86880 10.57397  0.0000
H31 2.26157 0.28310 3.80054  -0.0001
H32 0.57306 0.74404 3.30648  -0.0001
H33 0.93035 -0.50294 4.40526  0.0000
H34 1.85840 3.08495 4.07677  0.0000
H35 3.24932 2.23653 4.72996  0.0000
H36 1.31237 3.92317 6.50046  0.0000
H37 2.86081 4.42651 5.78373  0.0000
H38 2.41059 2.07882 7.39236  0.0000
H39 2.01893 3.66649 8.89170  0.0000
H40 3.41715 4.61344 8.35539  0.0000
H41 3.91831 3.56872 10.46028  0.0000
H42 4.90413 3.03613 9.06353  0.0000
H43 4.67640 1.14875 11.59966  0.0000
H44 5.35248 0.50766 10.10692  0.0000
H45 3.89952 -0.05088 10.80688  0.0000
C19 -2.16469 3.91679 -0.72436  0.0000
O7 -3.27894 4.53667 -1.43225  0.0000
C20 -3.26829 4.57316 -2.89118  0.0000
C21 -3.14893 3.26468 -3.67946  0.0000
N4 -4.23913 2.33753 -3.38605  0.0000
C22 -5.41936 2.56112 -4.23902  0.0000
C23 -6.59478 1.62853 -3.86875  0.0000
O8 -7.02020 1.76608 -2.52961  0.0000
C24 -8.08621 0.83248 -2.25312  0.0000
H46 -2.40625 2.87798 -0.94938  0.0000
H47 -2.35718 4.05958 0.33896  0.0000
H48 -1.14004 4.15204 -1.01218  -0.0001
H49 -2.43593 5.18264 -3.24304  0.0000
H50 -4.21660 5.02067 -3.18876  0.0000
H51 -2.18818 2.79174 -3.47603  0.0000
H52 -3.10099 3.49190 -4.74444  0.0000
H53 -4.56917 2.45437 -2.43868  0.0000
H54 -5.22824 2.33927 -5.28895  0.0000
H55 -5.74914 3.59989 -4.22203  0.0000
H56 -6.23869 0.62695 -4.10985  0.0000
H57 -7.38444 1.91616 -4.56288  0.0000
H58 -8.38956 0.97602 -1.21607  0.0000
H59 -7.69290 -0.18359 -2.22114  0.0000
H60 -8.98235 0.84336 -2.87354  0.0000
C25 4.78098 -2.01524 3.53426  0.0000
O9 3.36604 -2.34351 3.67262  0.0000
C26 2.85290 -2.60233 2.32214  0.0000
C27 1.36096 -3.02649 2.25852  0.0000
N5 0.83324 -4.13184 3.07883  0.0001
C28 1.47753 -5.38009 2.61438  0.0000
C29 1.13000 -6.60354 3.44824  0.0000
O10 1.41408 -6.23685 4.78945  0.0000
C30 1.10612 -7.31427 5.64230  0.0000
H61 5.32478 -2.71770 2.90264  0.0000
H62 5.35156 -2.08369 4.46046  0.0000
H63 4.83784 -1.03270 3.06578  0.0000
H64 3.44288 -3.42827 1.92483  0.0000
H65 3.10120 -1.68067 1.79584  -0.0001
H66 1.13993 -3.31854 1.23190  0.0000
H67 0.76916 -2.14372 2.50061  0.0000
H68 1.01037 -4.09193 4.07238  0.0000
H69 2.56337 -5.41094 2.52441  0.0000
H70 1.11329 -5.57649 1.60599  0.0000
H71 1.66551 -7.46648 3.05245  0.0000
H72 0.07611 -6.83250 3.29012  0.0000
H73 0.03863 -7.51410 5.73526  0.0000
H74 1.34954 -6.99722 6.65636  0.0000
H75 1.64133 -8.23732 5.41949  0.0000
C31 -4.26442 1.16034 1.74400  0.0000
O11 -4.38439 -0.02120 0.89773  0.0000
C32 -4.94971 0.31127 -0.37536  0.0000
C33 -5.01157 -0.94382 -1.25926  0.0000
N6 -3.72822 -1.56001 -1.25648  -0.0001
C34 -3.67769 -2.66067 -2.23419  0.0000
C35 -2.30038 -3.31731 -2.06967  0.0000
O12 -1.98488 -3.60012 -0.71442  -0.0001
C36 -0.81125 -4.34200 -0.63859  0.0000
H76 -5.26032 1.52194 1.99997  0.0000
H77 -3.70499 1.99523 1.32197  0.0000
H78 -3.69918 0.89334 2.63693  0.0000
H79 -4.26566 0.95775 -0.92513  0.0000
H80 -5.89093 0.82377 -0.17653  0.0000
H81 -5.26897 -0.55071 -2.24278  0.0000
H82 -5.76775 -1.69267 -1.02364  0.0000
H83 -3.03274 -0.88429 -1.53897  0.0000
H84 -3.86627 -2.30045 -3.24551  0.0000
H85 -4.50532 -3.35233 -2.07693  0.0000
H86 -1.51637 -2.62348 -2.37302  0.0000
H87 -2.24922 -4.28636 -2.56609  0.0000
H88 0.01096 -3.88853 -1.19216  0.0000
H89 -0.85644 -5.41495 -0.82528  0.0000
H90 -0.53004 -4.13082 0.39312  0.0000
C37 -5.20243 -1.07158 3.84037  0.0000
O13 -3.93649 -1.46329 3.27445  0.0000
C38 -2.97848 -1.66284 4.31537  0.0000
C39 -1.59766 -2.15509 3.88747  0.0001
N7 -1.82072 -3.32464 3.00228  0.0000
C40 -2.36495 -4.56625 3.51973  0.0000
C41 -2.48095 -5.57826 2.42518  0.0000
O14 -3.23918 -5.12420 1.34930  0.0000
C42 -3.66058 -6.14697 0.43407  0.0000
H91 -5.11688 -0.13753 4.39565  0.0000
H92 -5.46755 -1.82824 4.57880  0.0000
H93 -5.94179 -1.02398 3.04089  0.0000
H94 -3.37863 -2.34891 5.06189  0.0000
H95 -2.96251 -0.73130 4.88112  0.0000
H96 -0.87414 -2.37168 4.67342  0.0000
H97 -1.21461 -1.28034 3.36195  0.0000
H98 -0.86120 -3.60494 2.85785  0.0000
H99 -3.32078 -4.36204 4.00221  0.0000
H100 -1.74318 -4.89833 4.35112  0.0000
H101 -2.84173 -6.47235 2.93364  0.0000
H102 -1.49303 -5.72301 1.98796  0.0000
H103 -4.46530 -6.74628 0.85993  0.0000
H104 -2.89310 -6.85493 0.12126  0.0000
H105 -4.00764 -5.78261 -0.53283  0.0000
C43 3.46767 -3.19778 -4.78811  0.0000
O15 3.74257 -2.08675 -3.91170  0.0000
C44 2.54421 -1.43218 -3.36418  -0.0005
C45 2.74216 -0.27477 -2.39388  0.0025
N8 3.81763 0.58232 -2.87967  0.0114
C46 4.13904 1.76091 -2.00845  0.0096
C47 5.50999 2.25892 -2.40353  0.0015
O16 6.46953 1.33656 -2.05912  0.0324
C48 7.65817 1.42382 -2.86437  0.0003
H106 2.75945 -3.92643 -4.39366  0.0000
H107 4.35073 -3.83145 -4.87028  0.0000
H108 2.98222 -2.93844 -5.72895  0.0000
H109 1.96396 -2.21686 -2.87871  0.0002
H110 1.91252 -1.08186 -4.18047  0.0000
H111 2.82358 -0.58954 -1.35350  0.0006
H112 1.81309 0.29192 -2.33227  -0.0002
H113 4.60062 -0.03994 -3.02045  -0.0013
H114 4.07826 1.43214 -0.97099  -0.0023
H115 3.37883 2.53991 -2.06625  -0.0002
H116 5.79180 3.19035 -1.91248  0.0202
H117 5.37915 2.46222 -3.46638  0.0033
H118 8.10209 2.41922 -2.87908  0.0009
H119 7.43760 1.12810 -3.89004  0.0006
H120 8.53625 0.83268 -2.60431  0.0002

=====

Question: Which formula does entry 5 have?
Answer: C48H120F6N8O16PSr